The following is a DFT calculation (ωB97M-V/def2-TZVPD) of a cluster of 12 separate species, C34H97N5O19 in total in a non-equilibrium geometry.

Each atom is followed by the atoms it is bonded to, with distances in Å.
Geometry (Å):
1 O 3.4065 4.7342 -26.0874  C28 1.423, C44 1.422
2 O -1.1271 0.3493 -29.8687  C49 1.421, H131 0.959
3 O 5.0205 0.8438 -21.7406  C34 1.404, C57 1.402
4 O 1.8564 -3.8746 -22.3488  C48 1.425, H112 0.983
5 O -5.4358 1.2740 -23.4798  C30 1.406, H73 0.965
6 O -1.9761 2.8413 -23.8641  C56 1.417, H110 0.974
7 O -4.3805 4.0307 -24.8146  C27 1.410, H137 0.962
8 O 3.2853 -1.3197 -21.3176  C38 1.452, H130 0.969
9 O 0.7407 3.1071 -26.6199  C54 1.429, H144 0.961
10 O 3.3365 2.5466 -28.0513  C31 1.421, H111 0.974
11 O 0.2074 -4.3376 -17.9814  C37 1.406, C58 1.418
12 O -1.0169 0.3144 -24.4255  C36 1.430, H151 0.969
13 O 0.1622 1.3361 -19.5815  C29 1.444, H114 0.969
14 O -0.5888 -0.6438 -27.3098  C53 1.435, H134 0.965
15 O -5.2412 -0.7546 -25.7319  C42 1.434, H71 0.967
16 O 1.7441 3.5036 -19.6145  C52 1.442, H115 0.960
17 O 1.6799 1.4236 -24.5998  C41 1.415, H139 0.973
18 O -2.8652 -4.5807 -23.5278  C33 1.419, C51 1.422
19 O 5.8895 -0.9170 -26.5667  C45 1.416, C46 1.399
20 N 0.6314 -1.8589 -20.8009  C50 1.487, H141 1.028, H142 1.021
21 N 7.8684 2.9860 -20.3768  C43 1.474, H116 1.017, H149 1.020
22 N -6.0419 -6.1459 -24.5172  C26 1.474, H65 1.015, H150 1.016
23 N 6.7762 5.7193 -27.3192  C32 1.472, H74 1.015, H122 1.013
24 N 5.6458 1.3478 -29.4650  C55 1.474, H70 1.016, H133 1.024
25 C -1.5146 -2.3031 -19.6766  C50 1.530, H83 1.101, H123 1.088, H132 1.086
26 C -4.6697 -6.0392 -23.9889  N22 1.474, C39 1.558, C51 1.507, H62 1.091
27 C -3.2194 4.7556 -24.4782  O7 1.410, C56 1.512, H104 1.101, H154 1.103
28 C 4.4739 5.5172 -26.6086  O1 1.423, C32 1.536, H105 1.095, H106 1.089
29 C 0.1688 2.1344 -20.7851  O13 1.444, C52 1.511, H100 1.094, H101 1.088
30 C -4.6252 0.1248 -23.4914  O5 1.406, C42 1.514, H76 1.094, H145 1.095
31 C 2.0606 1.9905 -28.3353  O10 1.421, C54 1.510, H61 1.090, H125 1.099
32 C 5.7454 4.7311 -26.9635  N23 1.472, C28 1.536, C47 1.525, H84 1.098
33 C -2.2950 -3.2886 -23.3860  O18 1.419, H64 1.094, H67 1.096, H118 1.087
34 C 4.0394 1.7614 -22.1496  O3 1.404, H69 1.094, H95 1.100, H109 1.093
35 C 7.7093 2.2833 -22.6823  C43 1.514, H91 1.091, H127 1.091, H146 1.095
36 C 0.1343 -0.2912 -23.8319  O12 1.430, C41 1.512, H82 1.095, H148 1.092
37 C 0.5307 -3.7843 -19.2331  O11 1.406, C50 1.536, H79 1.094, H90 1.101
38 C 3.6863 -2.3120 -22.2985  O8 1.452, C48 1.524, H85 1.091, H136 1.097
39 C -3.8192 -7.1372 -24.6938  C26 1.558, H97 1.088, H119 1.092, H121 1.096
40 C 6.1454 -1.0082 -29.6212  C55 1.527, H72 1.091, H87 1.093, H98 1.090
41 C 1.4189 0.0334 -24.5603  O17 1.415, C36 1.512, H63 1.094, H153 1.088
42 C -5.2502 -0.9803 -24.3157  O15 1.434, C30 1.514, H126 1.091, H140 1.101
43 C 6.9265 2.5114 -21.4071  N21 1.474, C35 1.514, C57 1.524, H155 1.096
44 C 3.5725 4.2050 -24.7782  O1 1.422, H60 1.090, H96 1.093, H138 1.087
45 C 6.2702 0.1576 -27.4073  O19 1.416, C55 1.534, H78 1.091, H113 1.094
46 C 4.7401 -0.6462 -25.8171  O19 1.399, H99 1.099, H120 1.099, H143 1.090
47 C 6.3951 3.8644 -25.8906  C32 1.525, H86 1.092, H107 1.091, H129 1.098
48 C 3.2318 -3.7363 -22.0045  O4 1.425, C38 1.524, H88 1.095, H152 1.089
49 C -1.8987 -0.7240 -29.3460  O2 1.421, C53 1.520, H89 1.092, H93 1.096
50 C 0.0087 -2.3752 -19.5529  N20 1.487, C25 1.530, C37 1.536, H117 1.096
51 C -4.1308 -4.6442 -24.1739  O18 1.422, C26 1.507, H94 1.096, H103 1.094
52 C 0.5468 3.5506 -20.4172  O16 1.442, C29 1.511, H75 1.095, H92 1.089
53 C -1.9259 -0.7086 -27.8267  O14 1.435, C49 1.520, H59 1.086, H108 1.099
54 C 0.9185 2.9283 -28.0267  O9 1.429, C31 1.510, H77 1.096, H128 1.093
55 C 5.5182 0.0699 -28.7410  N24 1.474, C40 1.527, C45 1.534, H124 1.096
56 C -1.9260 3.9991 -24.6798  O6 1.417, C27 1.512, H81 1.096, H102 1.098
57 C 6.0572 1.3484 -20.9424  O3 1.402, C43 1.524, H135 1.094, H147 1.104
58 C 0.7141 -3.5773 -16.8969  O11 1.418, H66 1.098, H68 1.091, H80 1.087
59 H -2.5061 -1.5074 -27.3735  C53 1.086
60 H 2.6170 4.3299 -24.2681  C44 1.090
61 H 2.0372 1.6870 -29.3818  C31 1.090
62 H -4.6367 -6.2839 -22.9260  C26 1.091
63 H 1.3432 -0.3600 -25.5779  C41 1.094
64 H -2.1486 -2.7131 -24.3048  C33 1.094
65 H -6.3007 -7.1243 -24.4398  N22 1.015
66 H 1.6410 -4.0688 -16.5715  C58 1.098
67 H -2.9643 -2.7050 -22.7440  C33 1.096
68 H 0.0895 -3.6350 -16.0038  C58 1.091
69 H 4.4634 2.4350 -22.9004  C34 1.094
70 H 5.2177 1.2508 -30.3818  N24 1.016
71 H -5.3630 0.1901 -25.8980  O15 0.967
72 H 6.1240 -2.0071 -29.1823  C40 1.091
73 H -4.8965 2.0634 -23.6080  O5 0.965
74 H 6.5223 6.3276 -28.0910  N23 1.015
75 H 0.8178 4.1086 -21.3194  C52 1.095
76 H -3.6417 0.3234 -23.9285  C30 1.094
77 H 1.1204 3.8537 -28.5785  C54 1.096
78 H 7.3376 0.0202 -27.5850  C45 1.091
79 H 0.1364 -4.4483 -20.0074  C37 1.094
80 H 0.9357 -2.5282 -17.0739  C58 1.087
81 H -1.7363 3.6528 -25.7019  C56 1.096
82 H -0.0230 -1.3688 -23.7218  C36 1.095
83 H -1.7285 -2.8298 -18.7335  C25 1.101
84 H 5.5685 4.0827 -27.8314  C32 1.098
85 H 3.2833 -1.9426 -23.2429  C38 1.091
86 H 6.8521 4.3944 -25.0519  C47 1.092
87 H 5.6229 -1.0900 -30.5775  C40 1.093
88 H 3.4471 -4.0130 -20.9668  C48 1.095
89 H -2.9220 -0.7077 -29.7269  C49 1.092
90 H 1.6204 -3.7974 -19.3861  C37 1.101
91 H 8.2909 3.1621 -22.9661  C35 1.091
92 H -0.2289 4.1335 -19.9225  C52 1.089
93 H -1.4784 -1.6836 -29.6691  C49 1.096
94 H -3.9690 -4.3768 -25.2246  C51 1.096
95 H 3.5996 2.3140 -21.3063  C34 1.100
96 H 4.3003 4.6416 -24.0888  C44 1.093
97 H -4.2080 -8.1421 -24.5432  C39 1.088
98 H 7.1861 -0.7494 -29.8189  C40 1.090
99 H 4.9203 0.0157 -24.9586  C46 1.099
100 H 0.9012 1.7098 -21.4774  C29 1.094
101 H -0.8259 2.0317 -21.2130  C29 1.088
102 H -1.0900 4.6880 -24.4999  C56 1.098
103 H -4.7824 -3.9334 -23.6581  C51 1.094
104 H -3.2724 5.1065 -23.4358  C27 1.101
105 H 4.7557 6.2109 -25.8096  C28 1.095
106 H 4.2452 6.0825 -27.5110  C28 1.089
107 H 5.7541 3.0495 -25.5521  C47 1.091
108 H -2.4224 0.2439 -27.5938  C53 1.099
109 H 3.1461 1.3262 -22.6056  C34 1.093
110 H -1.5063 2.1168 -24.3143  O6 0.974
111 H 3.2021 3.2230 -27.3637  O10 0.974
112 H 1.3329 -3.2625 -21.7854  O4 0.983
113 H 6.1635 1.1432 -26.9457  C45 1.094
114 H 0.9962 1.5785 -19.1527  O13 0.969
115 H 1.7469 4.2718 -19.0390  O16 0.960
116 H 8.6468 2.3394 -20.2746  N21 1.017
117 H 0.2712 -1.6516 -18.7733  C50 1.096
118 H -1.3591 -3.4525 -22.8588  C33 1.087
119 H -3.7400 -6.9401 -25.7644  C39 1.092
120 H 3.9303 -0.1563 -26.3749  C46 1.099
121 H -2.8156 -7.0744 -24.2588  C39 1.096
122 H 7.6036 5.2184 -27.6210  N23 1.013
123 H -1.9244 -2.9335 -20.4635  C25 1.088
124 H 4.4460 -0.0885 -28.5816  C55 1.096
125 H 1.9141 1.0907 -27.7211  C31 1.099
126 H -4.7644 -1.9568 -24.3472  C42 1.091
127 H 7.0617 2.0311 -23.5238  C35 1.091
128 H -0.0405 2.5865 -28.4240  C54 1.093
129 H 7.2708 3.3262 -26.2760  C47 1.098
130 H 3.8475 -0.5356 -21.4046  O8 0.969
131 H -1.5824 0.6822 -30.6444  O2 0.959
132 H -1.9490 -1.3087 -19.6239  C25 1.086
133 H 5.0119 2.0003 -28.9941  N24 1.024
134 H -0.0425 -0.3591 -28.0525  O14 0.965
135 H 6.6666 0.5268 -20.5555  C57 1.094
136 H 4.7665 -2.1544 -22.4061  C38 1.097
137 H -5.1140 4.5077 -24.4144  O7 0.962
138 H 3.8056 3.1492 -24.8891  C44 1.087
139 H 1.1455 1.8679 -25.2807  O17 0.973
140 H -6.2922 -1.1408 -24.0000  C42 1.101
141 H 1.6053 -1.5801 -20.6275  N20 1.028
142 H 0.2101 -0.9311 -20.8579  N20 1.021
143 H 4.3306 -1.5952 -25.4712  C46 1.090
144 H 0.5770 4.0374 -26.4406  O9 0.961
145 H -4.4473 -0.3277 -22.5098  C30 1.095
146 H 8.4688 1.5056 -22.5512  C35 1.095
147 H 5.6004 1.6969 -19.9995  C57 1.104
148 H 0.2121 0.0617 -22.8019  C36 1.092
149 H 7.3739 2.9558 -19.4857  N21 1.020
150 H -6.0751 -6.0140 -25.5243  N22 1.016
151 H -1.0946 -0.0948 -25.2999  O12 0.969
152 H 3.7759 -4.4538 -22.6167  C48 1.089
153 H 2.2296 -0.4717 -24.0383  C41 1.088
154 H -3.1481 5.7619 -24.9232  C27 1.103
155 H 6.2776 3.3787 -21.5719  C43 1.096

Output
Kohn-Sham gap	9.16	eV
SMILES	COC[C@H](C)N.COC[C@H](C)N.COC[C@H](C)N.COC[C@H](C)N.COC[C@H](C)N.OCCO.OCCO.OCCO.OCCO.OCCO.OCCO.OCCO
highest occupied orbital energy	-9.00	eV
energy relative to the best compared isomer or geometry (same formula, charge and spin)	1.441	eV
LUMO level	0.159	eV

These are the Löwdin partial charges, in e, on atoms 1 to 4: O -0.21; O -0.06; O -0.20; O -0.10

---

The following is a DFT calculation (ωB97M-V/def2-TZVPD) of a cluster of 9 separate species, C14H32BN3O28S5 in total in a non-equilibrium geometry.

Each atom is followed by the atoms it is bonded to, with distances in Å.
Geometry (Å):
1 S -4.3830 -0.6947 4.6804  O21 1.622, O27 1.586, O28 1.430, O31 1.439
2 S -2.3992 -0.6767 -5.9173  O13 1.636, O15 1.454, O16 1.427, O23 1.599
3 S 2.1821 2.2222 -4.8173  O6 1.632, O7 1.621, O8 1.439, O10 1.433
4 S 0.3165 -4.2643 -1.2800  O11 1.679, O12 1.611, O20 1.436, O30 1.418
5 S 0.0792 -5.1985 4.2906  O9 1.410, O18 1.593, O22 1.422, O24 1.660
6 O 2.7849 3.3108 -3.7616  S3 1.632, C44 1.439
7 O 2.3584 0.9544 -3.8228  S3 1.621, C49 1.424
8 O 3.0062 2.0701 -5.9877  S3 1.439
9 O 1.1215 -5.8179 3.5699  S5 1.410
10 O 0.7927 2.4707 -5.0658  S3 1.433
11 O 0.6706 -2.6842 -1.7244  S4 1.679, C45 1.430
12 O 1.1581 -4.1839 0.0915  S4 1.611, C41 1.435
13 O -0.7939 -0.5737 -5.6203  S2 1.636, C42 1.440
14 O -0.0536 -0.2943 0.9178  C38 1.325, B51 1.469
15 O -3.0656 0.2991 -5.0708  S2 1.454
16 O -2.7081 -0.8621 -7.2982  S2 1.427
17 O 3.5036 2.4707 1.2811  C40 1.193
18 O -1.2631 -5.0235 3.4517  S5 1.593, C46 1.436
19 O -0.4747 1.7023 -0.2599  C50 1.337, B51 1.483
20 O 1.0019 -5.0439 -2.2727  S4 1.436
21 O -3.4014 0.4931 4.1731  S1 1.622, C47 1.420
22 O -0.2750 -5.6750 5.5831  S5 1.422
23 O -2.4676 -2.0707 -5.1378  S2 1.599, C37 1.412
24 O 0.4020 -3.5716 4.3530  S5 1.660, C43 1.413
25 O -2.0370 0.8819 -1.6556  C50 1.191
26 O 0.2031 1.8173 2.0799  C48 1.280, B51 1.478
27 O -4.9618 -0.9944 3.2348  S1 1.586, C39 1.436
28 O -5.4077 -0.1401 5.5086  S1 1.430
29 O -1.8021 -1.4610 0.0662  C38 1.188
30 O -1.0550 -4.4791 -0.9903  S4 1.418
31 O -3.5455 -1.7893 5.0932  S1 1.439
32 O 1.4757 3.0569 3.4490  C48 1.212
33 O 1.8109 1.2199 0.4942  C40 1.324, B51 1.470
34 N -0.4546 4.9796 3.9123  H58 1.026, H60 1.024, H65 1.047, H83 1.024
35 N -1.9793 2.7494 -3.9437  H69 1.030, H76 1.020, H77 1.026, H82 1.024
36 N 5.2735 4.0190 3.0647  H54 1.023, H59 1.026, H71 1.026, H79 1.021
37 C -1.6594 -1.9946 -3.9821  O23 1.412, C42 1.589, H61 1.081, H72 1.095
38 C -1.0724 -0.5240 0.1020  O14 1.325, O29 1.188, C50 1.547
39 C -4.1403 -0.5207 2.1562  O27 1.436, C47 1.527, H64 1.090, H66 1.090
40 C 2.3726 2.0918 1.3164  O17 1.193, O33 1.324, C48 1.608
41 C 2.2384 -3.2434 0.0031  O12 1.435, C45 1.543, H67 1.090, H70 1.083
42 C -0.5930 -0.8404 -4.2191  O13 1.440, C37 1.589, H52 1.085, H73 1.089
43 C -0.3494 -2.9211 3.3488  O24 1.413, C46 1.515, H56 1.094, H63 1.093
44 C 2.8186 2.7639 -2.4305  O6 1.439, C49 1.534, H55 1.090, H80 1.086
45 C 1.9477 -2.3177 -1.1969  O11 1.430, C41 1.543, H62 1.086, H78 1.094
46 C -1.0808 -3.9520 2.5140  O18 1.436, C43 1.515, H75 1.084, H81 1.094
47 C -2.9980 0.2289 2.8373  O21 1.420, C39 1.527, H53 1.088, H74 1.095
48 C 1.2969 2.3451 2.4848  O26 1.280, O32 1.212, C40 1.608
49 C 3.1748 1.2975 -2.7074  O7 1.424, C44 1.534, H57 1.092, H68 1.085
50 C -1.3056 0.7634 -0.7233  O19 1.337, O25 1.191, C38 1.547
51 B 0.3774 1.1053 0.7964  O14 1.469, O19 1.483, O26 1.478, O33 1.470
52 H 0.4346 -1.1325 -4.0287  C42 1.085
53 H -2.6511 1.1172 2.3131  C47 1.088
54 H 5.3381 3.0054 2.9434  N36 1.023
55 H 1.8083 2.9119 -2.0485  C44 1.090
56 H 0.3759 -2.4106 2.7087  C43 1.094
57 H 4.1860 1.3069 -3.1198  C49 1.092
58 H -0.3226 5.8795 4.3866  N34 1.026
59 H 6.0696 4.3163 3.6401  N36 1.026
60 H -0.6272 5.2608 2.9430  N34 1.024
61 H -1.3604 -2.9870 -3.6747  C37 1.081
62 H 2.6775 -2.2621 -1.9997  C45 1.086
63 H -1.0592 -2.2198 3.7961  C43 1.093
64 H -4.7850 0.0296 1.4711  C39 1.090
65 H 0.3650 4.3314 3.9769  N34 1.047
66 H -3.8737 -1.4641 1.6787  C39 1.090
67 H 3.0951 -3.8712 -0.2401  C41 1.090
68 H 3.0532 0.7099 -1.8032  C49 1.085
69 H -1.2106 3.0619 -4.5542  N35 1.030
70 H 2.2605 -2.7014 0.9403  C41 1.083
71 H 5.3662 4.4963 2.1615  N36 1.026
72 H -2.2219 -1.5503 -3.1539  C37 1.095
73 H -0.8124 0.0945 -3.7048  C42 1.089
74 H -2.1403 -0.4508 2.8588  C47 1.095
75 H -2.0095 -3.6284 2.0592  C46 1.084
76 H -1.9089 3.3766 -3.1419  N35 1.020
77 H -1.9590 1.7521 -3.7052  N35 1.026
78 H 1.7720 -1.3401 -0.7387  C45 1.094
79 H 4.3913 4.3609 3.4482  N36 1.021
80 H 3.6697 3.2211 -1.9345  C44 1.086
81 H -0.4034 -4.2524 1.7088  C46 1.094
82 H -2.8461 2.9778 -4.4397  N35 1.024
83 H -1.3117 4.5602 4.2843  N34 1.024

Output
Kohn-Sham gap	7.49	eV
highest occupied orbital energy	-13.93	eV
energy relative to the best compared isomer or geometry (same formula, charge and spin)	0.115	eV
LUMO level	-6.444	eV
total charge	+2

These are the Löwdin partial charges, in e, on atoms 1 to 4: S 0.65; S 0.69; S 0.68; S 0.67

---

The following is a DFT calculation (ωB97M-V/def2-TZVPD) of a cluster of 3 separate species, C4H13NO5 in total in a non-equilibrium geometry.

Each atom is followed by the atoms it is bonded to, with distances in Å.
Geometry (Å):
1 O 0.1127 2.8087 0.5397  H12 0.971, H23 0.967
2 O 2.4693 0.4230 0.8249  C8 1.432, H13 0.962
3 O -2.5354 -0.5680 -0.9376  C9 1.344, H15 0.970
4 O 0.4027 1.1731 -2.6265  H14 0.963, H20 0.962
5 O -2.7179 -1.7498 0.9624  C9 1.202
6 N -0.0806 0.0681 1.6586  C10 1.461, H11 1.013, H16 1.002
7 C -0.5727 -1.6187 -0.1403  C9 1.516, C10 1.506, H19 1.097, H22 1.089
8 C 1.7850 -0.7132 0.2843  O2 1.432, C10 1.531, H17 1.073, H21 1.097
9 C -2.0528 -1.3467 0.0452  O3 1.344, O5 1.202, C7 1.516
10 C 0.2743 -0.4729 0.3484  N6 1.461, C7 1.506, C8 1.531, H18 1.082
11 H -0.8391 -0.4337 2.1041  N6 1.013
12 H -0.2816 2.4174 1.3355  O1 0.971
13 H 1.9690 1.2288 0.6629  O2 0.962
14 H 0.2572 2.1033 -2.4228  O4 0.963
15 H -3.4891 -0.4238 -0.8302  O3 0.970
16 H 0.7264 0.0778 2.2516  N6 1.002
17 H 2.2061 -0.8953 -0.6856  C8 1.073
18 H 0.1850 0.3378 -0.3633  C10 1.082
19 H -0.4603 -1.6461 -1.2308  C7 1.097
20 H 1.3438 1.1483 -2.8261  O4 0.962
21 H 2.0309 -1.5479 0.9527  C8 1.097
22 H -0.3831 -2.6341 0.2050  C7 1.089
23 H -0.3499 2.2639 -0.1120  O1 0.967

Output
Kohn-Sham gap	10.03	eV
SMILES	N[C@@H](CO)CC(=O)O.O.O
highest occupied orbital energy	-9.62	eV
energy relative to the best compared isomer or geometry (same formula, charge and spin)	1.056	eV
LUMO level	0.408	eV

These are the Löwdin partial charges, in e, on atoms 1 to 4: O -0.07; O -0.07; O 0.11; O -0.04